The following is a quantum chemistry calculation of a single C12H13NO molecule at a distorted geometry, from the OMol25 dataset.

```
27
Properties=species:S:1:pos:R:3:forces:R:3
C -0.3325 -0.3469 0.3016 0.96 -0.71 -0.26
C -1.1813 -1.3732 -0.5069 -1.60 0.43 2.34
C -2.5773 -0.7531 -0.8674 0.23 -0.22 -2.52
C -3.0122 0.3604 0.0520 -0.15 0.51 0.16
C -1.9841 1.5425 0.1819 -0.90 -1.14 0.56
C -0.5664 1.1350 0.0030 -0.78 -1.29 1.35
C 1.5811 0.9533 -0.0877 -1.49 -0.94 -0.17
C 2.8343 1.3849 -0.3089 1.73 0.45 1.36
C 3.8251 0.4619 -0.1184 1.82 -2.74 -0.72
C 3.5179 -0.9313 0.0786 0.73 2.71 -1.00
C 2.1949 -1.3002 0.1098 -0.38 -3.15 0.78
C 1.1916 -0.3761 0.0786 -0.32 0.68 0.53
H -0.0210 -0.3084 2.3094 1.51 0.32 0.65
H -0.7271 -1.7880 -1.3655 0.84 -0.08 -0.92
H -1.3237 -2.2162 0.2117 0.02 0.49 -0.50
H -2.5250 -0.3474 -1.9690 0.17 -0.36 1.91
H -3.4020 -1.4996 -1.0002 0.86 0.25 0.56
H -4.0060 0.7132 -0.3289 0.87 0.03 0.60
H -3.1148 0.0204 1.0924 -0.36 -0.38 -0.48
H -2.2109 1.9099 1.1791 0.67 0.36 0.20
H -2.2527 2.3057 -0.4644 -0.31 1.63 -1.47
H 3.0937 2.4230 -0.2655 -0.21 0.51 -0.61
H 4.9042 0.6908 -0.2844 -1.01 0.12 0.42
H 4.3368 -1.6295 0.0470 -0.07 -0.27 0.27
H 1.9943 -2.3999 0.2400 -0.06 1.17 -0.16
N 0.5038 1.8049 -0.0452 -1.57 2.34 -0.76
O -0.7407 -0.4360 1.7274 -1.19 -0.73 -2.12
```
Positions in Å, forces in eV/Å.

Results
E ... -16191.250 eV
Orbital gap ... 9.1 eV
2S+1 ... 1
SMILES ... O[C@@]12CCCCC1=Nc1ccccc12

The following is a quantum chemistry calculation of a single C12H13NO7 molecule at a distorted geometry, from the OMol25 dataset.

```
33
Properties=species:S:1:pos:R:3:forces:R:3
C 3.3330 -1.9401 2.1811 0.18 0.12 0.13
H 3.9637 -1.3768 1.4880 -0.03 -0.01 0.02
H 2.8902 -1.2609 2.9148 0.01 -0.01 -0.04
H 3.9384 -2.6831 2.6976 -0.02 0.11 -0.02
O 2.3445 -2.6791 1.4972 -0.29 -0.15 -0.20
C 1.4350 -2.0308 0.7310 -0.17 0.02 -0.13
C 1.4084 -0.6429 0.6046 -0.04 -0.11 -0.02
C 0.4705 0.0072 -0.1792 -0.34 -0.06 -0.35
C -0.4639 -0.7607 -0.8661 1.10 -0.51 0.94
C -0.4576 -2.1449 -0.7570 0.06 0.12 0.03
C 0.4732 -2.8064 0.0320 0.04 0.47 -0.01
O 0.3418 -4.1490 0.0364 -0.17 0.15 -0.12
C 1.2211 -4.9974 0.7471 0.24 -0.41 0.21
H 2.2499 -4.8965 0.3979 -0.08 -0.02 0.03
H 1.1796 -4.8139 1.8220 0.00 -0.03 -0.10
H 0.8638 -6.0048 0.5367 0.04 0.07 0.03
H -1.1881 -2.7265 -1.2970 -0.02 -0.05 -0.01
N -1.4366 -0.1231 -1.6948 -0.57 0.25 -0.39
O -1.4159 1.0945 -1.7423 -0.04 0.06 -0.23
O -2.2287 -0.8158 -2.2928 -0.17 -0.13 -0.15
C 0.5361 1.5043 -0.3065 0.47 -0.17 -0.08
O 1.2697 2.0733 -1.0663 -0.03 -0.04 0.09
O -0.2228 2.0900 0.6241 -0.30 -0.06 0.30
C -0.2382 3.5116 0.6458 0.43 0.74 -0.09
C -1.6477 4.0960 0.6351 0.07 -0.53 0.03
O -1.8177 5.2549 0.9100 0.14 0.12 0.02
C -2.7339 3.1442 0.2541 -0.27 0.19 -0.09
H -2.4888 2.6801 -0.7003 -0.08 -0.04 0.05
H -3.6860 3.6628 0.1918 -0.01 0.05 0.03
H -2.7890 2.3515 0.9983 -0.01 -0.13 0.01
H 0.2895 3.8573 1.5412 -0.11 -0.04 -0.14
H 0.2966 3.8895 -0.2363 -0.13 0.00 0.21
H 2.1369 -0.0433 1.1250 0.10 0.02 0.07
```
Positions in Å, forces in eV/Å.

Results
E ... -28473.651 eV
Orbital gap ... 8.3 eV
2S+1 ... 1
SMILES ... COc1cc(C(=O)OCC(C)=O)c([N+](=O)[O-])cc1OC

The following is a quantum chemistry calculation of a single C12H13NS2 molecule at a distorted geometry, from the OMol25 dataset.

```
28
Properties=species:S:1:pos:R:3:forces:R:3
C 1.9219 -0.5264 1.3089 0.83 -0.65 -0.31
C -3.5631 -0.8145 0.0004 0.62 0.19 -0.51
C -2.8380 -0.4463 -1.1409 -1.00 -0.26 0.95
C -2.9704 -1.6225 0.9585 0.24 1.40 -1.18
C -1.5786 -0.8844 -1.3538 0.32 -1.99 0.58
C -1.6305 -1.9278 0.8897 -0.90 0.74 -3.29
C -0.9688 -1.6482 -0.3284 0.71 1.18 -0.11
C 0.4731 -1.8674 -0.5247 -0.64 -2.35 2.81
C 2.4244 1.5716 -0.1087 2.06 -2.78 -0.05
C 0.4850 1.3694 1.4500 -0.08 1.68 0.97
C 1.2582 -1.0860 -1.2229 1.06 -1.66 -1.80
C 1.6632 0.6436 0.7610 -1.97 1.73 1.78
N 2.0041 -1.7125 1.6447 0.24 1.90 0.46
S 1.2053 -2.8992 0.7377 -0.12 -0.64 -0.95
S 2.9726 -1.4197 -1.5844 -0.03 0.84 -0.42
H -4.5677 -0.4510 0.0400 -0.54 -0.13 0.38
H -3.3114 0.1077 -1.8939 -0.77 0.75 -0.92
H -3.4771 -1.9750 1.7889 -1.25 -0.42 1.49
H -1.1760 -0.9259 -2.3645 0.20 0.56 0.32
H -1.2908 -2.5198 1.6552 1.50 -1.13 1.45
H 3.3074 0.9759 -0.3551 0.48 0.62 -0.20
H 1.9534 1.6941 -1.0437 -0.91 0.68 -0.96
H 2.7269 2.4697 0.3718 -0.05 0.82 0.36
H 0.1482 0.6915 2.2272 -0.90 0.04 -0.07
H -0.3706 1.8458 0.8238 1.52 -1.32 0.69
H 0.8895 2.2661 2.0791 -0.40 -1.35 -1.22
H 0.6866 -0.5438 -1.9377 0.45 1.36 -0.51
H 3.1720 -2.7019 -1.2157 -0.66 0.18 0.24
```
Positions in Å, forces in eV/Å.

Results
E ... -35811.547 eV
Orbital gap ... 8.3 eV
2S+1 ... 1
SMILES ... CC(C)=C=NS/C(=C\S)c1ccccc1

The following is a quantum chemistry calculation of a molecular structure, C12H13NSbSe4Sr at a distorted geometry, from the OMol25 dataset.

```
32
Properties=species:S:1:pos:R:3:forces:R:3
Sr -0.1363 -0.0134 0.1317 -10.50 -5.33 -5.93
C 1.7370 1.1219 2.8268 1.69 0.43 -2.30
C 0.6211 0.5458 2.0471 5.56 2.58 2.79
C 1.3144 -0.6386 1.5287 1.31 -0.67 1.48
C 1.9104 -0.5880 0.1791 2.81 1.50 1.26
C 1.8386 0.7705 -0.3903 3.54 1.81 0.50
C 0.8828 1.8429 -0.1160 3.13 1.15 1.14
C 0.2761 1.7346 1.2323 0.06 1.52 1.05
H 2.5383 1.2858 1.3602 -0.35 0.12 2.48
H 2.4665 0.4873 3.3126 -0.24 -0.03 0.48
H 1.7591 2.1721 3.0858 -0.33 -0.08 0.58
H 1.7424 -1.3244 2.2450 0.05 0.10 0.06
H 2.8630 -1.0856 0.0669 -0.18 -0.34 -0.27
H 2.6169 1.0129 -1.1011 0.00 0.00 -0.04
H 1.2001 2.8322 -0.4141 -0.28 0.02 -0.31
H -0.0102 2.6372 1.7505 0.09 0.00 0.04
Se -5.9766 -2.0839 -0.2438 0.62 0.29 -0.02
Sb -4.1469 -1.7398 -1.8423 -1.40 -0.56 0.05
Se -2.0375 -0.8747 -0.7858 -6.69 -2.50 -3.11
Se -4.1290 -3.8574 -3.1922 0.42 0.52 0.01
Se -4.9039 -0.6024 -3.9018 0.44 -0.18 0.20
C -0.3288 -6.2158 -2.0207 0.03 -0.06 -0.01
C 0.0560 -5.4132 -3.0834 -0.02 -0.03 -0.05
C -0.1316 -4.0440 -2.9751 -0.06 0.03 0.11
N -0.6253 -3.4569 -1.8880 0.21 -0.31 -0.24
C -1.0286 -4.2394 -0.8936 -0.01 -0.01 -0.11
C -0.9021 -5.6226 -0.9098 -0.07 0.05 0.00
H -0.2056 -7.2913 -2.0696 -0.02 0.01 -0.01
H 0.4700 -5.8420 -3.9871 -0.02 0.02 0.00
H 0.0855 -3.3809 -3.8061 0.15 -0.03 0.01
H -1.5140 -3.7239 -0.0729 0.05 -0.02 0.14
H -1.2769 -6.2144 -0.0850 0.03 0.01 0.01
```
Positions in Å, forces in eV/Å.

Results
E ... -282891.196 eV
Orbital gap (spin up / spin down) ... 4.1 / 4.2 eV
2S+1 ... 1
Net charge ... -1

The following is a quantum chemistry calculation of 2 unconnected molecules or ions with the total composition C12H13OP at a distorted geometry, from the OMol25 dataset.

```
27
Properties=species:S:1:pos:R:3:forces:R:3
C 0.2210 -3.3851 -0.6948 -0.81 0.05 1.77
C -0.0331 -3.0911 0.6595 -1.21 1.39 -2.07
C -0.6362 -2.8789 -1.6334 -1.26 0.96 -0.87
C -1.0843 -2.1838 0.9613 3.28 -1.84 0.62
C -1.6551 -1.9318 -1.2996 0.51 -1.90 -3.26
C -1.7862 -1.5732 0.0012 -3.01 2.20 -1.32
C -1.2156 1.6577 0.0687 -3.37 -0.08 0.85
C -0.3257 1.6316 1.2161 0.52 -0.43 -0.20
C -0.4274 2.1547 -1.0933 -1.05 -0.93 -0.52
C 0.8197 2.4447 -0.6811 0.19 -1.27 1.25
C 0.8885 2.0009 0.7638 2.41 1.08 0.38
C 2.2107 2.1173 1.5951 -0.09 -0.51 0.61
O -3.7661 0.2055 -1.0207 0.90 0.65 -0.67
P -3.0099 -0.1882 0.3704 2.68 0.60 0.37
H 0.9944 -4.0773 -0.9539 0.37 -0.18 -0.20
H 0.6628 -3.4488 1.3535 0.49 -0.47 1.36
H -0.5115 -3.2369 -2.6502 -0.18 0.31 -0.09
H -1.1361 -1.8501 1.9418 -0.42 0.43 1.91
H -2.3837 -1.6077 -2.1255 1.33 -0.22 1.43
H -2.2383 2.1230 0.2565 1.45 0.03 -0.37
H -0.5397 1.2887 2.2337 -0.08 0.25 -0.52
H -0.8245 2.1451 -2.1179 0.26 0.41 0.53
H 1.6808 2.7714 -1.2785 -0.56 -0.07 0.33
H 2.6277 3.1608 1.5006 -0.49 -0.99 0.31
H 3.0551 1.4264 1.2377 -1.37 0.81 0.30
H 2.0310 1.8485 2.7242 0.28 0.67 -2.17
H -3.2262 0.9025 -1.4726 -0.78 -0.95 0.22
```
Positions in Å, forces in eV/Å.

Results
E ... -23987.623 eV
Orbital gap (spin up / spin down) ... 6.8 / 6.8 eV
2S+1 ... 1

The following is a quantum chemistry calculation of a molecular structure, C12H14AgNO5SSe2 at a distorted geometry, from the OMol25 dataset.

```
36
Properties=species:S:1:pos:R:3:forces:R:3
Ag 1.2296 0.6483 0.0084 0.18 1.40 0.11
O -1.9852 5.7643 -0.0836 0.13 0.56 0.09
C -2.4872 4.4568 -0.2725 -0.36 -0.76 -0.14
C -1.3827 3.3762 -0.1297 -0.15 0.22 -0.04
C -2.1700 2.0436 -0.2933 -0.21 0.60 0.09
O -1.4765 0.8874 -0.6267 -0.08 -0.63 0.16
C -0.3670 3.6975 -1.2289 0.39 -0.23 -0.21
Se 1.0713 2.4574 -1.8142 0.24 -0.01 -0.17
C -0.8074 3.5639 1.2771 0.30 -0.24 0.37
Se 0.1323 2.0788 2.1901 -0.02 -0.43 -0.16
H -2.7171 6.3789 -0.1963 0.11 -0.10 0.02
H -2.9410 4.3714 -1.2732 0.08 0.00 0.05
H -3.2761 4.2471 0.4688 0.04 0.00 -0.01
H -2.8873 2.1848 -1.1150 -0.03 0.08 0.03
H -2.7524 1.9083 0.6322 0.02 0.00 -0.04
H -1.1332 0.4468 0.1744 -0.17 0.27 -0.11
H 0.1675 4.6023 -0.9317 -0.25 0.00 -0.07
H -0.9013 3.9080 -2.1593 -0.07 0.08 0.05
H -1.6304 3.7972 1.9593 0.02 0.13 -0.06
H -0.1119 4.4041 1.2786 -0.18 0.06 -0.07
O -0.3995 -1.6670 0.5359 0.26 -0.62 -0.10
C 0.7266 -2.1411 0.3762 -1.46 0.25 0.31
N 1.8406 -1.4174 0.3000 1.00 -0.29 -0.06
S 3.1532 -2.3091 0.0511 0.94 -0.21 -0.14
O 4.0844 -2.2769 1.1597 -0.35 -0.02 -0.02
O 3.7532 -2.0842 -1.2445 -0.29 -0.09 0.10
C 2.3144 -3.8985 0.0531 -0.66 0.87 0.16
C 2.7725 -5.1839 -0.0831 0.19 -0.30 -0.05
C 1.8495 -6.2261 -0.0241 0.14 0.28 0.02
C 0.4993 -5.9498 0.1659 0.04 -0.25 -0.03
C 0.0482 -4.6477 0.2996 0.10 0.52 0.03
C 0.9726 -3.6075 0.2492 0.10 -1.06 -0.09
H 3.8246 -5.3703 -0.2313 0.15 -0.09 -0.02
H 2.1914 -7.2477 -0.1235 -0.02 -0.06 -0.01
H -0.2055 -6.7710 0.2098 -0.04 -0.01 0.00
H -0.9994 -4.4249 0.4413 -0.06 0.07 0.03
```
Positions in Å, forces in eV/Å.

Results
E ... -169926.573 eV
Orbital gap ... 4.5 eV
2S+1 ... 1
Net charge ... -2